This record from OMol25 describes a cluster of 6 separate species, C24H27Cl4F6O20PS in total in a non-equilibrium geometry. The level of theory is the ωB97M-V functional and the def2-TZVPD basis.

The value obtained for the total energy is -152795.4493 eV. As for the structure (SMILES): C[C@@H](Cl)[C@@H](Cl)[C@@H]1OS(=O)(=O)C[C@](F)(P(O)Cl)[C@H]1CC(=O)Cl.O=C1OC[C@@H](F)O1.O=C1OC[C@@H](F)O1.O=C1OC[C@@H](F)O1.O=C1OC[C@@H](F)O1.O=C1OC[C@@H](F)O1.

Structure (ORCA input):
```
! RIJCOSX wB97M-V def2-TZVPD def2/J DEFGRID3
* xyz 0 1
C 2.2385 -2.5308 -0.7905
C 1.0812 -2.1742 -1.7389
Cl 1.8269 -1.7612 -3.3393
C -0.0241 -3.2898 -1.9292
Cl 0.6812 -4.8424 -1.2976
C -1.3685 -2.9107 -1.1765
O -1.8140 -4.0253 -0.3870
S -2.7246 -5.0727 -1.2054
O -2.1210 -5.5826 -2.3938
O -3.1169 -6.0585 -0.2602
C -4.2195 -4.1834 -1.6896
C -3.9269 -2.6512 -1.7261
F -4.1593 -2.1681 -0.4174
P -5.2004 -1.9163 -2.9336
O -5.5754 -0.4210 -2.3705
Cl -6.9224 -3.0639 -2.5331
C -2.4754 -2.2832 -2.1078
C -2.3123 -0.7283 -2.0385
C -1.2182 -0.2190 -2.9974
O -1.0374 -0.6318 -4.0452
Cl -0.2411 1.1575 -2.3198
H 2.9614 -3.2295 -1.2330
H 1.9137 -2.8404 0.2118
H 2.8079 -1.5998 -0.6353
H 0.6015 -1.2785 -1.3094
H -0.2226 -3.4569 -2.9950
H -1.0831 -2.1290 -0.4527
H -4.4518 -4.5264 -2.7105
H -5.0301 -4.4017 -0.9866
H -5.1412 -0.2602 -1.5088
H -2.2488 -2.6029 -3.1415
H -3.2245 -0.1970 -2.3675
H -2.1302 -0.3718 -1.0140
C -6.4566 1.2828 2.8266
C -7.3472 1.4292 1.6234
O -6.4190 1.6752 0.5797
C -5.2664 1.0514 0.9427
O -4.3658 0.8207 0.1980
O -5.2735 0.7191 2.2541
F -8.1673 2.4979 1.7424
H -6.2163 2.2432 3.2857
H -6.8777 0.6257 3.5843
H -7.9371 0.5416 1.3858
C 3.8083 -2.4866 4.3732
C 2.5830 -3.0030 3.6719
O 2.4525 -2.1122 2.5768
C 3.7178 -1.6873 2.2787
O 4.0222 -1.1506 1.2661
O 4.5808 -1.9671 3.2891
F 1.4822 -2.8976 4.4566
H 3.5791 -1.6814 5.0739
H 4.3484 -3.2688 4.8996
H 2.6706 -4.0256 3.3025
C 6.3453 -6.8459 3.2281
C 5.8255 -5.4933 2.8238
O 6.0856 -4.7007 3.9661
C 7.1862 -5.2534 4.5699
O 7.8400 -4.7096 5.3906
O 7.4276 -6.5043 4.0943
F 4.4833 -5.5225 2.6091
H 5.6051 -7.4269 3.7817
H 6.6919 -7.4333 2.3804
H 6.3244 -5.0578 1.9559
C 1.6001 4.0524 -1.8736
C 0.7810 5.2592 -2.2395
O 1.6934 6.3269 -2.0470
C 2.9401 5.8077 -2.2763
O 3.9093 6.4613 -2.4636
O 2.9151 4.4503 -2.2667
F -0.2654 5.4205 -1.3944
H 1.5872 3.8511 -0.8005
H 1.2859 3.1559 -2.4043
H 0.4220 5.2665 -3.2707
C 1.6936 10.5034 -0.5565
C 0.7823 9.3255 -0.7635
O -0.4455 9.9346 -1.1193
C -0.1216 11.1134 -1.7315
O -0.8694 11.7547 -2.3880
O 1.1763 11.4496 -1.4932
F 0.6069 8.6299 0.3883
H 1.6208 10.9130 0.4529
H 2.7352 10.2701 -0.7679
H 1.0973 8.6461 -1.5562
*
```